The following is a quantum chemistry calculation of a structure of composition C30H75BCdF4N5 at a distorted geometry, from the OMol25 dataset.

Output
HOMO   -9.79 eV
Net charge   +1
Orbital gap   3.73 eV
Multiplicity   1
Energy above the lowest of the compared OMol25 structures with the same formula, charge and spin   25.4 kJ/mol

Cartesian coordinates (Å):
Cd -2.19 -1.04 1.10
B -0.29 0.07 2.21
F -0.33 0.72 0.96
F -0.17 -1.34 1.86
F 0.63 0.49 3.07
F -1.65 0.24 2.73
C -1.63 -4.49 1.36
C -3.00 -3.90 1.58
N -3.03 -2.62 2.34
C -2.31 -2.75 3.64
C -3.01 -3.64 4.65
C -4.45 -2.22 2.51
C -4.67 -0.84 3.11
H -1.17 -4.87 2.27
H -0.94 -3.75 0.94
H -1.70 -5.33 0.67
H -3.47 -3.76 0.60
H -3.67 -4.64 2.05
H -1.28 -3.05 3.45
H -2.17 -1.75 4.07
H -3.39 -4.57 4.24
H -2.31 -3.85 5.46
H -3.85 -3.10 5.09
H -5.00 -2.96 3.11
H -4.95 -2.30 1.54
H -5.73 -0.63 3.17
H -4.21 -0.06 2.49
H -4.22 -0.77 4.10
C -2.18 -2.88 -4.10
C -0.87 -2.57 -3.37
N -0.15 -1.44 -3.93
C 0.34 -1.78 -5.26
C 1.08 -0.66 -5.97
C 0.95 -1.01 -3.06
C 0.51 -0.70 -1.66
H -2.04 -3.21 -5.12
H -2.81 -1.99 -4.14
H -2.74 -3.64 -3.55
H -1.18 -2.33 -2.35
H -0.26 -3.49 -3.29
H 1.01 -2.66 -5.20
H -0.48 -2.11 -5.90
H 1.32 -0.97 -6.99
H 0.44 0.23 -6.02
H 2.01 -0.38 -5.49
H 1.38 -0.11 -3.50
H 1.78 -1.74 -3.08
H -0.46 -0.18 -1.68
H 1.17 0.00 -1.15
H 0.41 -1.61 -1.06
C -2.88 3.76 -5.76
C -2.32 4.14 -4.40
N -1.15 3.36 -4.01
C -0.02 3.70 -4.86
C 1.27 2.97 -4.54
C -0.86 3.56 -2.60
C -1.94 2.98 -1.68
H -3.85 4.25 -5.90
H -3.05 2.69 -5.84
H -2.25 4.10 -6.59
H -2.09 5.22 -4.39
H -3.10 3.95 -3.66
H 0.16 4.79 -4.88
H -0.29 3.43 -5.88
H 1.10 1.89 -4.48
H 1.74 3.29 -3.61
H 1.98 3.15 -5.35
H 0.08 3.06 -2.37
H -0.74 4.64 -2.39
H -2.37 2.09 -2.16
H -1.51 2.64 -0.74
H -2.73 3.70 -1.50
C 4.59 -5.09 3.94
C 3.73 -3.97 3.38
N 2.76 -3.48 4.37
C 2.42 -2.08 4.13
C 3.58 -1.12 4.34
C 1.59 -4.33 4.35
C 0.58 -4.06 5.45
H 4.01 -5.84 4.47
H 5.27 -4.67 4.69
H 5.18 -5.59 3.17
H 4.37 -3.15 3.05
H 3.19 -4.31 2.47
H 2.03 -1.95 3.10
H 1.61 -1.78 4.79
H 4.31 -1.18 3.53
H 3.22 -0.09 4.32
H 4.13 -1.31 5.26
H 1.92 -5.36 4.53
H 1.10 -4.36 3.35
H 1.08 -4.18 6.41
H -0.20 -4.83 5.46
H 0.08 -3.09 5.47
C 3.21 2.81 -1.06
C 2.70 4.23 -0.91
N 2.19 4.51 0.42
C 2.12 5.93 0.71
C 1.20 6.77 -0.19
C 0.96 3.77 0.71
C 0.57 3.83 2.17
H 3.93 2.75 -1.88
H 2.42 2.09 -1.30
H 3.69 2.49 -0.13
H 3.56 4.90 -1.03
H 2.00 4.52 -1.71
H 1.82 6.06 1.75
H 3.14 6.32 0.62
H 1.35 6.54 -1.25
H 0.15 6.59 0.04
H 1.40 7.84 -0.06
H 1.17 2.74 0.42
H 0.13 4.13 0.08
H 0.31 4.85 2.47
H 1.40 3.49 2.79
H -0.28 3.19 2.37

---

The following is a quantum chemistry calculation of a structure of composition C30H75F6KN3O32P5S6 at a distorted geometry, from the OMol25 dataset.

Output
HOMO   -4.65 eV
Net charge   -2
Orbital gap   4.45 eV
Multiplicity   1

Cartesian coordinates (Å):
K 14.87 -25.06 13.12
N 5.89 -20.42 9.83
S 5.02 -19.76 10.87
O 3.76 -20.38 11.31
O 5.14 -18.29 10.88
F 5.95 -20.19 12.05
S 4.57 -20.73 8.76
O 4.02 -19.58 8.12
O 3.80 -21.91 9.00
F 5.56 -21.41 7.66
N 11.16 -12.80 8.20
S 10.34 -11.67 7.18
O 11.06 -11.01 6.12
O 9.23 -10.91 7.82
F 9.59 -12.82 6.27
S 11.46 -11.77 9.29
O 10.55 -11.80 10.44
O 12.19 -10.57 8.89
F 12.64 -12.68 9.87
N 13.22 -20.76 13.31
S 14.08 -19.41 12.66
O 15.00 -18.75 13.63
O 13.41 -18.61 11.63
F 15.11 -20.42 11.89
S 12.58 -19.97 14.37
O 11.66 -18.99 13.86
O 13.38 -19.74 15.61
F 11.65 -21.17 14.90
C 8.67 -22.77 23.92
C 7.70 -23.75 24.55
O 6.42 -23.14 24.47
P 5.46 -23.49 23.23
O 5.32 -24.91 22.81
O 4.10 -22.71 23.76
C 3.21 -23.43 24.59
C 3.86 -23.95 25.88
O 6.13 -22.49 22.04
C 5.19 -21.90 21.11
C 5.72 -20.71 20.28
H 8.70 -21.89 24.55
H 9.63 -23.22 23.69
H 8.36 -22.35 22.96
H 7.78 -24.67 23.96
H 7.78 -24.03 25.60
H 2.40 -22.80 24.98
H 2.71 -24.25 24.08
H 4.28 -23.13 26.46
H 3.20 -24.59 26.47
H 4.52 -24.73 25.52
H 5.06 -22.64 20.32
H 4.23 -21.65 21.57
H 6.71 -20.94 19.87
H 5.13 -20.58 19.37
H 5.64 -19.83 20.91
C 3.01 -13.85 16.26
C 2.86 -13.99 17.81
O 4.17 -13.99 18.27
P 4.91 -12.50 18.40
O 4.02 -11.39 18.73
O 5.99 -12.69 19.58
C 6.56 -11.56 20.22
C 7.63 -10.83 19.37
O 5.79 -12.43 17.02
C 6.55 -13.50 16.56
C 8.02 -13.38 17.06
H 2.05 -14.25 15.92
H 3.14 -12.85 15.87
H 3.78 -14.45 15.78
H 2.20 -13.30 18.32
H 2.45 -14.94 18.16
H 5.75 -10.87 20.46
H 7.01 -11.79 21.18
H 7.24 -10.72 18.36
H 7.87 -9.91 19.90
H 8.51 -11.46 19.26
H 6.09 -14.42 16.94
H 6.53 -13.50 15.47
H 8.42 -12.45 16.68
H 8.14 -13.46 18.14
H 8.63 -14.17 16.63
C 17.43 -22.12 21.08
C 17.32 -23.20 19.99
O 18.62 -23.78 19.66
P 19.19 -23.69 18.14
O 18.18 -23.90 17.10
O 20.38 -24.76 18.26
C 20.71 -25.72 17.28
C 21.14 -24.95 16.06
O 19.96 -22.26 18.07
C 19.30 -21.00 17.82
C 20.37 -20.05 17.37
H 17.57 -22.52 22.08
H 18.20 -21.39 20.83
H 16.57 -21.45 21.03
H 16.71 -24.03 20.36
H 16.79 -22.80 19.12
H 21.62 -26.25 17.56
H 19.93 -26.48 17.22
H 21.91 -24.28 16.44
H 21.72 -25.49 15.31
H 20.30 -24.37 15.68
H 18.43 -21.06 17.16
H 18.89 -20.65 18.77
H 19.98 -19.03 17.36
H 21.18 -20.09 18.09
H 20.74 -20.35 16.39
C 22.23 -19.70 9.20
C 21.36 -19.97 8.00
O 21.62 -18.97 7.05
P 20.81 -17.60 7.10
O 19.33 -17.70 7.16
O 21.55 -16.87 8.31
C 20.75 -15.78 8.84
C 20.98 -15.59 10.35
O 21.38 -16.66 5.85
C 22.81 -16.63 5.73
C 22.94 -17.11 4.29
H 22.31 -18.71 9.64
H 21.90 -20.19 10.11
H 23.20 -20.19 9.13
H 21.45 -20.97 7.55
H 20.33 -20.08 8.33
H 20.98 -14.84 8.35
H 19.67 -15.91 8.80
H 20.80 -16.43 11.02
H 22.01 -15.43 10.67
H 20.23 -14.99 10.87
H 23.16 -15.63 6.00
H 23.29 -17.24 6.50
H 23.96 -16.98 3.92
H 22.55 -18.12 4.26
H 22.31 -16.57 3.58
C 17.19 -14.06 19.88
C 17.17 -12.61 20.27
O 18.23 -11.82 19.69
P 19.00 -10.61 20.52
O 18.75 -10.50 22.02
O 20.56 -10.91 20.10
C 21.01 -11.19 18.78
C 21.97 -12.38 18.76
O 18.59 -9.25 19.76
C 19.07 -8.00 20.18
C 20.56 -7.74 19.69
H 16.46 -14.61 20.48
H 17.02 -14.12 18.80
H 18.09 -14.57 20.21
H 16.16 -12.24 20.12
H 17.24 -12.59 21.36
H 20.27 -11.48 18.04
H 21.50 -10.28 18.43
H 22.28 -12.47 17.72
H 22.83 -12.13 19.37
H 21.64 -13.34 19.16
H 18.54 -7.22 19.64
H 18.87 -7.91 21.25
H 21.28 -8.43 20.13
H 20.67 -7.84 18.62
H 20.90 -6.72 19.87